(1)
Here is an isolated ion of composition C5H15N2 and charge +1 in a non-equilibrium geometry from OMol25. Energies are from ωB97M-V/def2-TZVPD.

Its net charge is +1. The maximum force is 6.47 eV/Å. The SMILES is CCC[C@H]([NH3+])CN. The energy relative to the best compared isomer or geometry (same formula, charge and spin) is 2.043 eV. The total energy comes out at -308.717572 a.u. Its HOMO-LUMO gap is 11.5 eV.

```
22
Properties=species:S:1:pos:R:3:forces:R:3:lowdin_charge:R:1
C 1.39478 1.63919 -1.81469 -1.75 1.23 -0.72 -0.1376
C 1.65317 0.63294 -0.76393 3.68 -1.06 0.10 -0.3126
C 0.57027 -0.48370 -0.77099 2.24 0.05 1.85 -0.1807
C -0.69783 -0.21443 0.03596 -0.80 -0.40 -1.27 -0.2670
N -0.56066 0.88434 1.09398 4.40 -4.31 2.00 0.2205
C -1.23046 -1.53420 0.66892 -1.27 -0.32 -0.49 -0.1772
N -1.72109 -1.28792 2.06514 2.38 0.19 -1.76 0.0168
H 0.73430 2.50666 -1.44915 0.96 -1.09 -0.80 0.1032
H 0.84297 1.03837 -2.57210 0.15 1.01 0.07 0.0864
H 2.28925 1.98831 -2.31521 0.06 0.49 0.20 0.0758
H 2.69612 0.09954 -1.09798 -2.54 0.89 0.80 0.1646
H 2.06178 1.07425 0.26751 -1.41 -1.00 -1.75 0.1392
H 0.41496 -0.98237 -1.75108 -0.15 0.85 0.51 0.1474
H 1.20553 -1.17964 -0.21824 -0.81 -0.90 0.27 0.1033
H -1.52957 0.14495 -0.64068 1.04 -0.03 0.71 0.1651
H 0.41355 1.28659 1.22387 -1.35 -0.65 -0.57 0.1707
H -1.14591 1.50323 0.73793 -3.30 4.29 -1.01 0.0870
H -0.86744 0.42309 2.01309 -0.36 0.35 -0.90 0.1602
H -2.11832 -1.87039 0.02560 1.43 0.28 0.79 0.1454
H -0.42928 -2.32795 0.58916 -0.97 0.89 0.48 0.1344
H -2.70208 -1.33456 2.08453 -1.30 -0.34 0.41 0.0735
H -1.27403 -2.00633 2.58832 -0.31 -0.43 1.08 0.0815
```
Forces are in eV/Å.


(2)
Here is an isolated ion of composition C5H15N2 and charge +1 in a non-equilibrium geometry from OMol25. Energies are from ωB97M-V/def2-TZVPD.

Its net charge is +1. The maximum force is 1.37 eV/Å. The SMILES is CCC[NH2+]CCN. The energy relative to the best compared isomer or geometry (same formula, charge and spin) is 0.541 eV. The total energy comes out at -308.772804 a.u. Its HOMO-LUMO gap is 11.8 eV.

```
22
Properties=species:S:1:pos:R:3:forces:R:3:lowdin_charge:R:1
C 1.09964 -2.78074 -0.73868 -0.22 0.48 0.64 -0.0823
C 0.84751 -1.48608 -1.51167 0.43 -0.22 0.01 -0.2186
C -0.25389 -0.60811 -0.95304 -0.25 0.04 -0.07 -0.1431
N 0.26038 0.59054 -0.24157 0.41 1.27 0.32 0.0205
C -0.71937 1.75519 -0.09925 -0.17 -1.22 0.11 -0.0962
C -0.75896 2.17391 1.36332 0.93 0.43 0.10 -0.2318
N -0.66919 0.97552 2.20494 -0.57 0.28 0.56 0.0064
H 1.90056 -2.61019 -0.01497 0.18 -0.43 -0.26 0.0807
H 0.23884 -3.02992 -0.12241 -0.23 -0.26 -0.16 0.0715
H 1.29563 -3.59768 -1.42256 0.30 -0.14 0.20 0.0815
H 0.61341 -1.72846 -2.54350 -0.03 0.14 -0.12 0.1152
H 1.79612 -0.93499 -1.51118 -0.19 0.12 -0.34 0.1132
H -0.88547 -1.12390 -0.23347 0.03 -0.11 0.12 0.1343
H -0.92182 -0.24713 -1.71950 -0.05 0.18 -0.38 0.1261
H 1.09985 0.98986 -0.66359 0.00 -0.48 -0.28 0.1749
H 0.51420 0.34156 0.72628 -0.25 -0.15 0.19 0.1438
H -0.39267 2.51866 -0.79295 -0.21 0.26 0.01 0.1345
H -1.67760 1.33546 -0.39808 -0.10 0.24 -0.13 0.1262
H 0.14110 2.76739 1.57472 -0.16 -0.06 -0.04 0.1272
H -1.59772 2.84985 1.53671 -0.16 -0.22 0.01 0.1268
H -1.58787 0.60614 2.43379 -0.12 -0.15 -0.44 0.0954
H -0.34267 1.24311 3.12665 0.42 0.02 -0.06 0.0937
```
Forces are in eV/Å.


- The lowest energy relative to the best compared isomer or geometry (same formula, charge and spin) belongs to which entry?
  number 2


- Look up the HOMO-LUMO gap of the second one.
  11.8 eV